Entry from the Open Molecules 2025 dataset: a 6-piece molecular cluster, C46H80BN3O22S6 overall (ωB97M-V with the def2-TZVPD basis set).

CARTESIAN COORDINATES (ANGSTROEM)
C 8.41 1.98 4.81
C 8.01 0.39 4.73
C 6.69 0.10 3.74
C 5.19 0.35 4.37
S 5.12 1.00 6.16
C 3.82 0.05 3.48
C 4.01 -0.51 1.91
C 5.52 -0.75 1.23
C 5.71 -1.27 -0.32
C 5.53 0.09 -1.27
O 5.05 -0.22 -2.63
C 6.87 -0.43 2.16
C 8.42 -0.64 1.66
C 9.31 0.75 1.61
C 9.87 0.94 0.08
C 9.90 2.55 -0.27
N 10.10 2.81 -1.77
C 8.97 3.80 -2.10
C 8.99 5.33 -1.45
O 7.97 3.40 -2.90
C 2.59 -0.81 1.10
O 2.50 -1.81 0.22
C 1.26 0.14 1.44
C 0.10 0.51 0.29
C 0.18 -0.06 -1.27
N 1.09 0.89 -2.03
C 1.13 0.47 -3.50
C -1.22 1.47 0.66
N -2.27 1.75 -0.39
C -2.52 3.23 -0.59
C -3.40 4.22 0.37
O -1.99 3.79 -1.71
C -3.54 0.96 -0.14
C -4.52 1.07 1.17
O -3.87 0.03 -1.08
C -1.30 2.02 2.20
C -0.16 1.65 3.34
B -0.39 2.32 4.84
C 0.07 3.85 5.22
O -1.10 1.52 5.88
C 1.13 0.69 3.01
C 2.28 0.24 4.09
O 2.06 -0.03 5.41
H 7.70 2.68 4.19
H 8.49 2.28 5.94
H 9.50 2.11 4.35
H 7.83 0.02 5.84
H 8.98 -0.18 4.36
H 4.70 -0.13 6.91
H 4.95 -2.13 -0.62
H 6.78 -1.68 -0.57
H 6.58 0.63 -1.36
H 4.83 0.88 -0.72
H 5.28 0.53 -3.26
H 8.95 -1.34 2.46
H 8.54 -1.19 0.63
H 8.73 1.70 2.03
H 10.28 0.65 2.30
H 9.20 0.39 -0.73
H 10.96 0.50 0.05
H 8.82 2.97 0.02
H 10.68 3.13 0.39
H 9.87 1.88 -2.22
H 10.06 5.79 -1.56
H 8.74 5.29 -0.28
H 8.15 5.93 -2.01
H 0.50 -1.19 -1.34
H -0.88 0.00 -1.81
H 0.59 1.81 -2.03
H 0.10 -0.03 -3.76
H 1.31 1.38 -4.24
H 1.98 -0.31 -3.66
H -2.86 5.24 0.66
H -4.38 4.55 -0.22
H -3.76 3.75 1.38
H -5.20 2.04 1.15
H -3.95 1.11 2.20
H -5.24 0.13 1.24
H -2.20 2.70 2.50
H 0.20 3.93 6.39
H -0.82 4.57 4.89
H 1.04 4.13 4.61
H -1.58 2.16 6.51
C 13.35 0.43 -4.80
C 12.64 -0.84 -4.35
O 13.45 -1.59 -3.45
S 13.54 -1.11 -1.90
C 14.28 -2.59 -1.25
O 12.20 -0.99 -1.36
O 14.51 -0.04 -1.80
H 13.46 1.13 -3.97
H 12.79 0.93 -5.59
H 14.36 0.20 -5.17
H 11.67 -0.61 -3.91
H 12.46 -1.47 -5.23
H 13.57 -3.41 -1.37
H 14.49 -2.43 -0.20
H 15.21 -2.78 -1.79
C -5.34 -0.77 -3.54
C -6.53 -1.69 -3.32
O -7.76 -0.99 -3.41
S -8.34 -0.61 -4.88
C -9.98 -0.16 -4.36
O -8.42 -1.81 -5.68
O -7.67 0.58 -5.36
H -5.31 -0.40 -4.57
H -4.40 -1.29 -3.34
H -5.41 0.11 -2.89
H -6.51 -2.53 -4.03
H -6.47 -2.11 -2.32
H -10.47 -1.04 -3.95
H -10.52 0.20 -5.24
H -9.91 0.63 -3.62
C -2.96 4.29 -4.44
C -2.95 3.10 -5.37
O -4.06 3.13 -6.27
S -3.99 4.12 -7.56
C -5.37 3.43 -8.44
O -2.78 3.85 -8.30
O -4.35 5.46 -7.13
H -2.78 5.22 -4.99
H -2.19 4.19 -3.67
H -3.94 4.40 -3.95
H -2.01 3.03 -5.92
H -3.05 2.18 -4.78
H -5.13 2.40 -8.72
H -5.53 4.03 -9.34
H -6.25 3.47 -7.80
C -9.88 -3.11 -1.83
C -11.18 -3.51 -1.15
O -10.99 -3.79 0.23
S -10.85 -2.54 1.26
C -11.05 -3.47 2.76
O -11.99 -1.67 1.11
O -9.49 -2.04 1.21
H -9.53 -2.15 -1.46
H -10.02 -3.03 -2.91
H -9.10 -3.85 -1.62
H -11.95 -2.74 -1.29
H -11.56 -4.43 -1.61
H -12.05 -3.89 2.78
H -10.91 -2.79 3.60
H -10.29 -4.26 2.79
C -8.86 -6.41 7.63
C -10.04 -7.33 7.85
O -11.27 -6.63 7.77
S -11.85 -6.25 6.29
C -13.49 -5.80 6.81
O -11.94 -7.46 5.49
O -11.18 -5.06 5.82
H -8.83 -6.05 6.60
H -7.92 -6.93 7.83
H -8.92 -5.53 8.28
H -10.02 -8.17 7.15
H -9.98 -7.76 8.86
H -13.99 -6.69 7.22
H -14.04 -5.44 5.94
H -13.42 -5.01 7.56

Output
HOMO-LUMO gap: 6.9 eV
multiplicity: 1
SMILES string: CCc1c(S)c2c(c(CCO)c1CCCCNC(C)=O)C(=O)c1c(CNC)c(N(C(C)=O)C(C)=O)cc(B(C)O)c1C2=O.CCOS(C)(=O)=O.CCOS(C)(=O)=O.CCOS(C)(=O)=O.CCOS(C)(=O)=O.CCOS(C)(=O)=O

Entry from the Open Molecules 2025 dataset: a 4-piece molecular cluster, C33H37F24N2O10 overall (ωB97M-V with the def2-TZVPD basis set).

CARTESIAN COORDINATES (ANGSTROEM)
C 1.64 -0.07 1.76
C 2.31 1.20 2.48
C 2.97 2.27 1.42
O 2.16 2.27 0.21
C 1.87 3.60 -0.24
N 0.52 3.71 -0.91
C 0.48 4.51 -2.14
C -0.82 4.77 -2.96
O -0.73 5.57 -4.15
C -2.18 4.15 -2.46
C -3.52 4.45 -3.27
C -4.39 5.49 -2.38
O -5.43 6.06 -2.83
O -3.98 5.85 -1.05
C -4.96 5.50 -0.07
C -4.71 6.04 1.43
O -5.97 4.79 -0.26
C -2.08 3.27 -1.17
C -3.42 2.56 -0.62
C -3.37 1.02 -1.17
C -4.38 0.76 -2.40
C -5.94 0.80 -1.95
O -6.23 0.01 -0.77
C -0.69 3.10 -0.44
O -0.70 2.27 0.73
C -0.83 3.05 1.91
N -0.76 3.59 2.98
H 0.49 0.04 1.73
H 1.87 -0.98 2.42
H 2.09 -0.30 0.73
H 3.15 0.86 3.20
H 1.58 1.80 3.14
H 3.01 3.27 1.98
H 4.05 1.92 1.28
H 1.89 4.41 0.56
H 2.65 3.86 -1.06
H 1.46 4.98 -2.52
H 0.25 5.70 -4.24
H -4.12 3.53 -3.56
H -3.22 5.04 -4.23
H -3.83 6.80 1.46
H -5.65 6.52 1.88
H -4.41 5.17 2.13
H -3.40 2.56 0.53
H -4.33 3.08 -1.08
H -2.31 0.77 -1.57
H -3.63 0.27 -0.33
H -4.20 1.43 -3.30
H -4.17 -0.32 -2.75
H -6.59 0.49 -2.85
H -6.20 1.89 -1.68
H -5.99 0.51 0.04
C 3.47 -5.02 2.77
C 3.68 -3.51 2.56
C 5.04 -3.11 1.99
F 6.06 -3.45 2.80
F 5.11 -1.76 1.84
F 3.44 -2.86 3.73
F 2.72 -3.08 1.69
O 3.66 -5.52 4.10
C 4.98 -5.87 4.44
C 5.53 -5.05 5.61
F 5.55 -3.73 5.31
F 6.80 -5.41 5.91
F 5.77 -5.81 3.35
F 4.94 -7.18 4.79
H 2.40 -5.20 2.57
H 3.99 -5.62 2.02
H 5.21 -3.56 1.01
H 4.91 -5.18 6.50
C 2.37 2.26 -7.59
C 1.53 1.23 -8.38
C 1.07 1.68 -9.77
F 0.27 2.75 -9.73
F 0.36 0.69 -10.37
F 0.47 0.85 -7.62
F 2.30 0.12 -8.53
O 1.67 3.04 -6.61
C 1.05 4.23 -7.06
C -0.47 4.20 -6.85
F -1.05 3.19 -7.53
F -1.04 5.35 -7.30
F 1.39 4.47 -8.34
F 1.59 5.23 -6.33
H 3.08 1.67 -7.00
H 2.99 2.88 -8.24
H 1.93 1.90 -10.41
H -0.71 4.08 -5.80
C 0.23 -7.23 7.14
C 0.54 -8.10 5.90
C 1.09 -7.36 4.69
F 0.21 -6.46 4.20
F 1.34 -8.23 3.67
F -0.56 -8.82 5.58
F 1.48 -9.01 6.29
O -1.14 -6.86 7.32
C -1.59 -5.69 6.66
C -2.71 -5.98 5.66
F -2.31 -6.83 4.70
F -3.11 -4.84 5.04
F -0.54 -5.06 6.10
F -2.05 -4.86 7.63
H 0.45 -7.85 8.01
H 0.90 -6.37 7.22
H 2.02 -6.84 4.92
H -3.58 -6.42 6.17

Output
HOMO-LUMO gap: 7.5 eV
multiplicity: 1
net charge: +1

Entry from the Open Molecules 2025 dataset: C2H5ClN2S in the gas phase (ωB97M-V with the def2-TZVPD basis set).

CARTESIAN COORDINATES (ANGSTROEM)
H -0.07 2.27 -0.47
N 0.61 1.47 -0.42
C 0.09 0.42 0.02
C -1.32 0.25 0.44
Cl -2.24 -1.05 -0.27
N 0.84 -0.76 0.14
S 2.53 -0.87 0.01
H -1.88 1.17 0.22
H -1.42 0.07 1.56
H 0.28 -1.59 0.23
H 2.59 -1.38 -1.47

Output
HOMO-LUMO gap: 9.9 eV
multiplicity: 1
ΔE to the lowest compared entry with this formula, charge and spin: 57.5 kJ/mol
SMILES string: [H]/N=C(\CCl)NS

Entry from the Open Molecules 2025 dataset: a 9-piece molecular cluster, H19O12P overall (ωB97M-V with the def2-TZVPD basis set).

CARTESIAN COORDINATES (ANGSTROEM)
O -1.35 0.32 -2.91
H -1.26 -0.21 -1.95
H -1.75 -0.27 -3.56
H -0.41 0.52 -3.15
O -2.58 -2.66 -1.32
H -2.13 -3.47 -0.99
H -1.90 -1.84 -1.08
H -2.81 -2.72 -2.26
O -0.24 0.30 1.47
H 0.10 1.21 1.57
H -0.95 0.23 0.80
H 0.54 -0.29 1.09
P 0.39 -1.49 -1.03
O -1.06 -0.82 -0.78
O 0.88 -0.93 -2.36
O 0.14 -2.99 -1.12
O 1.31 -1.23 0.20
O -2.98 0.77 1.01
H -3.35 1.63 0.78
H -3.05 0.25 0.20
O 1.96 -0.87 3.61
H 2.13 0.04 3.38
H 2.43 -1.01 4.44
O 3.54 0.14 -0.20
H 2.74 -0.46 -0.09
H 3.17 1.03 -0.18
O -0.08 2.54 -0.13
H -0.29 3.44 -0.40
H 0.14 2.07 -0.95
O 1.90 2.08 2.03
H 2.68 2.11 2.60
H 2.15 2.58 1.25

Output
HOMO-LUMO gap: 6.7 eV
multiplicity: 1
ΔE to the lowest compared entry with this formula, charge and spin: 0.0 kJ/mol

Entry from the Open Molecules 2025 dataset: a 2-piece molecular cluster, C51H62N3O2 overall (ωB97M-V with the def2-TZVPD basis set).

CARTESIAN COORDINATES (ANGSTROEM)
C -1.13 -1.51 -1.28
C -2.56 -1.43 -0.77
C -3.45 -1.56 -2.01
C -2.88 -2.60 0.16
C -2.81 -0.08 -0.02
C -3.58 0.87 -0.70
C -4.35 1.79 0.00
C -4.17 1.87 1.37
C -3.06 1.28 2.00
C -2.77 1.89 3.40
C -1.30 1.85 3.77
C -3.66 1.18 4.43
C -3.12 3.39 3.44
C -2.39 0.23 1.32
N -1.30 -0.50 1.96
C -1.45 -1.32 3.17
C -0.04 -1.53 3.66
N 0.80 -1.12 2.53
C 2.20 -1.52 2.51
C 2.54 -2.88 2.21
C 1.59 -4.07 1.83
C 2.28 -5.07 0.88
C 0.34 -3.65 1.09
C 1.26 -4.84 3.12
C 3.86 -3.29 2.37
C 4.88 -2.38 2.59
C 4.56 -1.06 2.85
C 3.23 -0.63 2.95
C 3.08 0.72 3.72
C 4.26 1.66 3.43
C 3.01 0.42 5.22
C 1.87 1.52 3.32
C 0.04 -0.42 1.62
C 0.44 0.43 0.58
C 1.75 0.49 0.02
C 2.54 -0.66 -0.28
C 3.89 -0.52 -0.52
C 4.44 0.78 -0.54
N 5.82 0.89 -0.19
O 6.29 2.04 0.00
O 6.48 -0.16 -0.05
C 3.63 1.94 -0.52
C 2.28 1.78 -0.32
H -0.42 -1.48 -0.45
H -0.97 -2.45 -1.83
H -0.90 -0.67 -1.94
H -4.51 -1.43 -1.76
H -3.17 -0.83 -2.78
H -3.32 -2.55 -2.45
H -3.93 -2.56 0.47
H -2.69 -3.55 -0.36
H -2.27 -2.57 1.06
H -3.69 0.84 -1.79
H -5.10 2.40 -0.50
H -4.87 2.47 1.95
H -0.71 2.33 2.98
H -1.14 2.41 4.70
H -0.94 0.84 3.95
H -4.70 1.51 4.30
H -3.66 0.09 4.31
H -3.35 1.43 5.45
H -4.19 3.58 3.37
H -2.78 3.81 4.40
H -2.60 3.92 2.64
H -2.09 -0.82 3.90
H -1.93 -2.28 2.94
H 0.20 -0.92 4.54
H 0.17 -2.57 3.92
H 3.04 -5.68 1.38
H 1.53 -5.76 0.48
H 2.74 -4.55 0.03
H -0.26 -2.94 1.65
H 0.60 -3.22 0.11
H -0.29 -4.54 0.90
H 0.87 -4.19 3.91
H 0.53 -5.63 2.92
H 2.18 -5.31 3.51
H 4.12 -4.35 2.30
H 5.92 -2.71 2.60
H 5.39 -0.38 3.01
H 4.47 1.69 2.35
H 4.03 2.68 3.74
H 5.18 1.35 3.96
H 2.16 -0.25 5.45
H 3.92 -0.07 5.57
H 2.87 1.35 5.79
H 0.96 1.00 3.58
H 1.86 2.47 3.88
H 1.86 1.75 2.25
H -0.30 1.12 0.21
H 2.06 -1.64 -0.33
H 4.56 -1.38 -0.61
H 4.11 2.91 -0.62
H 1.59 2.63 -0.38
C -1.72 2.19 -5.59
C -1.86 0.86 -6.07
C -2.91 0.03 -5.57
C -3.15 -1.22 -6.14
C -2.31 -1.72 -7.14
C -1.23 -0.96 -7.59
C -0.99 0.30 -7.06
C -1.29 3.32 -6.35
C -1.19 4.62 -5.74
C -0.71 5.71 -6.45
C -0.33 5.57 -7.80
C -0.48 4.33 -8.43
C -1.00 3.24 -7.75
H -2.12 2.41 -4.60
H -3.58 0.44 -4.80
H -4.01 -1.81 -5.80
H -2.49 -2.71 -7.57
H -0.57 -1.34 -8.37
H -0.13 0.88 -7.40
H -1.48 4.72 -4.69
H -0.61 6.68 -5.96
H 0.08 6.43 -8.35
H -0.19 4.22 -9.48
H -1.18 2.32 -8.29

Output
HOMO-LUMO gap: 2.7 eV
multiplicity: 1
net charge: +1

Entry from the Open Molecules 2025 dataset: a 11-piece molecular cluster, H23O11 overall (ωB97M-V with the def2-TZVPD basis set).

CARTESIAN COORDINATES (ANGSTROEM)
O 0.68 -1.84 1.52
H 1.12 -3.74 -0.23
H 1.25 -2.68 0.99
O -3.89 1.99 -1.55
H 0.31 -1.20 0.75
H 2.60 -3.19 -0.16
O -0.17 -3.00 -1.18
H -0.62 -0.40 -0.80
H 1.97 2.41 1.37
O -0.92 3.54 -0.59
H -1.13 3.24 0.32
H 4.26 -1.94 -0.85
O -3.09 0.53 1.81
H 3.22 2.87 0.55
H -3.92 1.79 -0.60
O -1.53 -1.63 -3.02
H -0.95 -1.58 -3.78
H 1.23 -1.22 2.01
O 1.91 -3.63 0.37
H -0.78 -3.69 -0.89
O 3.34 -1.81 -1.13
H -0.42 -2.97 -2.13
H -3.39 2.80 -1.66
O 0.07 3.44 2.32
H 3.35 -0.86 -1.14
H -0.09 2.59 2.73
O -0.07 -0.03 -0.09
H 0.49 3.95 3.03
H 0.64 0.57 -0.30
O 2.76 2.95 1.39
H -0.03 3.86 -0.45
H -2.34 -2.07 -3.30
H -3.43 1.02 2.56
H -2.42 -0.08 2.13

Output
HOMO-LUMO gap: 9.4 eV
multiplicity: 1
ΔE to the lowest compared entry with this formula, charge and spin: 299.9 kJ/mol
net charge: +1

no.,E_tot (Eh)
1,-6033.2357
2,-4537.7986
3,-1047.0584
4,-1255.6439
5,-2294.8870
6,-841.1679